Density functional theory data (ωB97M-V/def2-TZVPD) for a cluster of 9 separate species, C27H81O36P9 in total at a distorted geometry.

Computed properties:
Energy relative to the best compared isomer or geometry (same formula, charge and spin) ... 692.17 kJ/mol
HOMO energy ... -10.57 eV
SMILES string ... COP(=O)(OC)OC.COP(=O)(OC)OC.COP(=O)(OC)OC.COP(=O)(OC)OC.COP(=O)(OC)OC.COP(=O)(OC)OC.COP(=O)(OC)OC.COP(=O)(OC)OC.COP(=O)(OC)OC
Gap between HOMO and LUMO ... 10.5755 eV

Structure (ORCA input):
```
! RIJCOSX wB97M-V def2-TZVPD def2/J DEFGRID3
* xyz 0 1
C 2.7041 -7.9477 3.0423
O 3.9129 -8.6107 3.0466
P 5.2043 -8.1833 2.1385
O 5.0581 -8.3864 0.6960
O 5.5271 -6.6474 2.6286
C 4.7464 -5.5748 2.1664
O 6.4133 -9.0582 2.7701
C 6.8054 -9.1401 4.1306
H 2.5322 -7.4360 3.9893
H 1.9076 -8.6913 3.0680
H 2.4440 -7.4017 2.1355
H 5.3618 -4.7645 1.7754
H 4.2010 -5.1995 3.0324
H 3.9352 -5.8287 1.4841
H 6.4775 -8.2904 4.7295
H 7.8954 -9.1435 4.1311
H 6.3782 -9.9772 4.6827
C 10.9670 2.5667 3.4538
O 10.1332 3.2705 4.3352
P 9.3594 2.4209 5.5484
O 8.7901 3.2400 6.6365
O 8.3045 1.5591 4.6845
C 7.1039 2.1684 4.3023
O 10.4070 1.3059 6.0466
C 11.1322 1.4923 7.3005
H 10.6011 1.6169 3.0637
H 11.9987 2.3842 3.7547
H 11.0408 3.1921 2.5642
H 7.0648 3.2292 4.5498
H 6.2178 1.6414 4.6561
H 6.9876 2.0904 3.2213
H 10.7631 0.7476 8.0058
H 11.1083 2.5496 7.5643
H 12.1450 1.2683 6.9657
C 3.8110 6.1415 -8.0909
O 3.8565 6.0316 -9.5053
P 4.1905 7.3803 -10.4063
O 5.4964 8.0594 -10.0353
O 2.8239 8.2284 -10.2679
C 2.5352 9.2683 -11.1872
O 4.1914 6.7485 -11.9474
C 5.2619 5.9366 -12.3550
H 4.2363 5.3307 -7.4994
H 2.7433 6.2519 -7.9018
H 4.3208 7.0115 -7.6768
H 2.5787 10.2523 -10.7202
H 1.5485 9.2179 -11.6477
H 3.2471 9.4107 -12.0002
H 4.8917 5.2058 -13.0740
H 5.7649 5.4153 -11.5405
H 6.0208 6.5519 -12.8382
C 5.6833 6.8661 0.0965
O 5.3702 7.8311 1.0888
P 3.7711 8.1811 1.2298
O 3.3928 9.3389 2.0973
O 3.2107 8.2263 -0.2952
C 1.8826 8.6999 -0.5819
O 3.2269 6.7445 1.8707
C 1.9027 6.7245 2.3232
H 6.4456 6.1960 0.4939
H 6.0134 7.2995 -0.8476
H 4.8530 6.2281 -0.2062
H 1.2910 7.9773 -1.1439
H 1.9063 9.6974 -1.0206
H 1.3294 8.7479 0.3561
H 1.4610 7.6851 2.5882
H 1.9295 6.1770 3.2654
H 1.2472 6.1250 1.6916
C -7.0229 -9.6672 1.7195
O -5.6824 -10.1129 1.6539
P -4.9849 -10.3360 0.2044
O -5.7066 -11.2844 -0.6719
O -4.9587 -8.7999 -0.3244
C -4.0166 -7.8158 0.0600
O -3.4064 -10.5321 0.4831
C -2.6394 -11.0618 -0.5894
H -7.1851 -8.7099 1.2240
H -7.4274 -9.5838 2.7282
H -7.6472 -10.3855 1.1882
H -3.0412 -7.9879 -0.3950
H -3.6062 -7.8182 1.0698
H -4.3153 -6.7836 -0.1227
H -2.1696 -11.9468 -0.1603
H -1.8040 -10.4160 -0.8595
H -3.1487 -11.4149 -1.4860
C -5.1682 1.8534 9.1145
O -4.1979 2.6009 8.3698
P -4.6833 3.7127 7.3753
O -5.6611 4.6259 7.9742
O -3.3155 4.4978 6.8821
C -2.6359 5.3212 7.8003
O -5.1454 2.8457 6.0787
C -6.0929 3.4528 5.2410
H -5.8326 2.4853 9.7040
H -4.6948 1.0984 9.7422
H -5.8121 1.2861 8.4424
H -1.9843 4.7111 8.4258
H -3.3806 5.8210 8.4198
H -2.0477 6.1119 7.3347
H -6.7605 2.7227 4.7834
H -5.6330 4.0744 4.4727
H -6.6691 4.2228 5.7538
C -0.6066 0.2811 2.9118
O -0.0549 0.3143 1.6122
P -0.6543 -0.6258 0.3799
O -0.8334 -2.0934 0.7054
O -2.0887 0.1596 -0.0676
C -2.9919 -0.3503 -1.0280
O 0.3335 -0.2066 -0.9118
C 0.6161 1.1550 -1.2379
H -1.3893 1.0393 2.9399
H 0.0323 0.4185 3.7841
H -1.2681 -0.5773 3.0289
H -3.1541 0.4003 -1.8015
H -3.9146 -0.6584 -0.5363
H -2.6188 -1.2092 -1.5858
H 0.0232 1.6086 -2.0322
H 1.6761 1.1619 -1.4918
H 0.6894 1.8458 -0.3980
C 0.1602 0.1186 -9.1311
O -1.2370 0.1671 -9.3601
P -2.2256 0.5155 -8.1308
O -1.9028 1.8080 -7.4785
O -3.7283 0.4823 -8.8061
C -4.7913 1.0633 -8.1394
O -2.0654 -0.8050 -7.2095
C -2.5503 -2.0418 -7.7248
H 0.4343 -0.9292 -9.0078
H 0.6517 0.7636 -8.4028
H 0.6593 0.3257 -10.0777
H -4.5539 1.8283 -7.4002
H -5.3696 0.3228 -7.5870
H -5.5204 1.5440 -8.7918
H -3.1329 -1.8772 -8.6312
H -3.1895 -2.5641 -7.0128
H -1.6971 -2.7079 -7.8530
C -10.4704 -4.3901 3.8079
O -10.0869 -4.3539 2.4772
P -9.2470 -3.1676 1.7643
O -9.8356 -1.8110 2.0932
O -7.7107 -3.4087 2.1504
C -7.0840 -2.8377 3.2645
O -9.3194 -3.6011 0.1606
C -9.3194 -2.7285 -0.8923
H -10.2570 -5.4094 4.1297
H -11.5530 -4.2648 3.8281
H -9.8093 -3.7443 4.3858
H -6.2860 -2.1492 2.9865
H -6.6502 -3.6184 3.8893
H -7.8004 -2.2526 3.8411
H -8.5790 -2.9820 -1.6511
H -9.0523 -1.7206 -0.5748
H -10.2623 -2.6754 -1.4366
*
```

Density functional theory data (ωB97M-V/def2-TZVPD) for a cluster of 12 separate species, C27H83N19O12 in total at a distorted geometry.

Computed properties:
Energy relative to the best compared isomer or geometry (same formula, charge and spin) ... 842.20 kJ/mol
HOMO energy ... -8.65 eV
SMILES string ... COC[C@H](C)N.COC[C@H](C)N.COC[C@H](C)N.COC[C@H](C)N.COC[C@H](C)N.NC(N)=O.NC(N)=O.NC(N)=O.NC(N)=O.NC(N)=O.NC(N)=O.NC(N)=O
Gap between HOMO and LUMO ... 8.8422 eV

Structure (ORCA input):
```
! RIJCOSX wB97M-V def2-TZVPD def2/J DEFGRID3
* xyz 0 1
C -14.9193 2.0452 -46.8207
O -14.6469 1.4031 -48.0422
C -13.8844 2.1389 -48.9384
C -14.1698 1.3693 -50.3221
C -14.0697 -0.0982 -50.4105
N -13.2343 1.6921 -51.3885
H -15.4254 1.5036 -46.0216
H -15.5843 2.8581 -47.1123
H -14.0024 2.4604 -46.4023
H -14.1860 3.1755 -49.0890
H -12.8424 2.0873 -48.6228
H -15.1884 1.6667 -50.5711
H -13.1412 -0.5754 -50.0968
H -14.3936 -0.4082 -51.4040
H -14.8085 -0.6319 -49.8127
H -13.5946 2.5418 -51.7987
H -12.3479 1.9996 -51.0146
C -7.6663 1.7850 -40.4803
O -7.7996 3.0567 -39.8946
C -6.8346 4.0433 -40.3910
C -7.1972 4.6877 -41.7655
C -8.4655 5.5807 -41.7209
N -7.2249 3.6357 -42.9097
H -8.2917 1.6318 -41.3598
H -8.0872 1.0604 -39.7832
H -6.7746 1.2395 -40.7892
H -6.9750 4.8665 -39.6905
H -5.8042 3.6929 -40.3313
H -6.4740 5.4446 -42.0689
H -8.7140 6.0133 -42.6901
H -8.3654 6.5208 -41.1785
H -9.3083 5.1053 -41.2191
H -7.5859 2.7709 -42.5331
H -7.8797 3.7185 -43.6742
C -12.1671 2.3013 -38.4629
O -12.3821 1.2259 -37.5073
C -13.2483 1.6355 -36.4426
C -12.5432 2.5738 -35.3584
C -11.3215 1.9629 -34.6081
N -13.5063 2.9959 -34.4040
H -11.3936 2.0378 -39.1842
H -11.8609 3.3157 -38.2074
H -13.0885 2.5458 -38.9915
H -14.1415 2.1578 -36.7854
H -13.6760 0.7613 -35.9518
H -12.4659 3.5637 -35.8080
H -10.6947 2.7366 -34.1647
H -10.7314 1.2535 -35.1882
H -11.6012 1.2849 -33.8017
H -13.4112 3.8223 -33.8311
H -13.7675 2.3300 -33.6909
C -12.6265 -0.7118 -45.8077
O -11.9774 -0.3710 -44.6485
C -12.2816 0.7989 -44.0117
C -11.2377 0.9601 -42.9636
C -11.5420 -0.1287 -41.8152
N -11.2414 2.2372 -42.2696
H -12.2892 -0.3271 -46.7701
H -13.7121 -0.7321 -45.7119
H -12.4397 -1.7659 -46.0130
H -11.9463 1.6118 -44.6557
H -13.3498 0.8309 -43.7970
H -10.1942 0.7612 -43.2077
H -11.5717 -1.1449 -42.2083
H -12.5276 -0.0461 -41.3572
H -10.6835 -0.2467 -41.1540
H -11.1476 3.0675 -42.8369
H -10.3736 2.2324 -41.7530
C -15.4639 1.8647 -41.9405
O -16.4552 1.3795 -41.1451
C -16.3471 1.9549 -39.8829
C -17.6947 1.7548 -39.2469
C -18.8443 2.6177 -39.8763
N -17.7468 2.1737 -37.8504
H -15.6353 2.9183 -42.1609
H -15.5842 1.2683 -42.8449
H -14.4501 1.7265 -41.5646
H -15.6927 1.4150 -39.1984
H -16.1296 3.0213 -39.8231
H -17.9509 0.6970 -39.3061
H -18.9394 2.2599 -40.9015
H -18.7177 3.6957 -39.7766
H -19.8347 2.3828 -39.4863
H -18.6783 2.1383 -37.4615
H -17.7918 3.1814 -37.9014
N -16.9660 -1.3357 -47.0902
C -17.0942 -1.8629 -48.2396
N -16.1041 -2.7959 -48.4194
O -17.9999 -1.5845 -49.0453
H -17.6597 -0.6091 -46.9851
H -16.1610 -1.4086 -46.4846
H -16.0306 -3.2466 -49.3203
H -15.4655 -2.9363 -47.6497
N -9.7725 -1.7219 -47.2536
C -9.5165 -0.8873 -48.2433
N -8.8932 -1.3961 -49.2788
O -9.9187 0.3048 -48.1579
H -9.3738 -2.6498 -47.2661
H -10.2635 -1.5114 -46.3964
H -8.7553 -2.3872 -49.4157
H -8.5748 -0.8746 -50.0830
N -12.1887 6.7694 -44.7261
C -11.3468 5.8373 -44.5807
N -10.2823 5.9513 -45.3539
O -11.4499 4.8053 -43.9615
H -12.5150 7.0319 -45.6452
H -12.9260 6.5530 -44.0707
H -9.5199 5.2955 -45.2608
H -10.1307 6.7742 -45.9196
N -14.0835 -2.6770 -43.8776
C -14.7038 -3.3090 -44.8449
N -15.4850 -4.2709 -44.3608
O -14.6573 -3.0806 -46.0805
H -14.2126 -3.0399 -42.9439
H -13.4776 -1.9247 -44.1725
H -16.3227 -4.5487 -44.8519
H -15.6108 -4.2684 -43.3586
N -10.0148 -2.8903 -43.6899
C -10.4774 -4.1222 -43.6197
N -9.6129 -5.0882 -43.8806
O -11.5647 -4.4016 -43.2544
H -9.0114 -2.7947 -43.7544
H -10.7290 -2.2069 -43.4828
H -8.6688 -4.7784 -43.6995
H -10.0796 -5.9636 -43.6910
N -7.0211 0.3316 -44.0323
C -6.5788 -0.8779 -43.6642
N -5.4006 -0.7742 -43.1659
O -7.3132 -1.9006 -43.5799
H -6.1722 0.8366 -44.2428
H -7.9730 0.4536 -44.3473
H -4.9332 -1.5800 -42.7757
H -4.9480 0.1238 -43.2597
N -9.8861 2.7157 -46.0100
C -8.7191 3.1487 -46.1677
N -8.1957 2.5027 -47.1437
O -8.1750 4.0286 -45.4610
H -10.5334 2.9571 -45.2732
H -10.2918 2.2517 -46.8102
H -7.2483 2.8358 -47.2512
H -8.5902 1.7525 -47.6929
*
```

Density functional theory data (ωB97M-V/def2-TZVPD) for a structure of composition C28B7O57V at a distorted geometry.

Computed properties:
HOMO energy ... -0.21 eV
Gap between HOMO and LUMO ... 7.9030 eV

Structure (ORCA input):
```
! RIJCOSX wB97M-V def2-TZVPD def2/J DEFGRID3
* xyz -5 2
O -0.8840 3.1764 -0.4475
V -0.6261 1.5768 -0.4546
O -1.9093 3.1347 4.1762
C -1.2793 2.1167 4.1665
O -0.9913 1.3427 5.2125
B -0.2800 0.1815 4.7825
O 0.0064 0.4858 3.3333
C -0.6246 1.5411 3.0102
O -0.6168 1.9857 1.8412
O -1.1801 -0.9687 4.9166
C -0.6935 -1.9925 5.5983
O -1.2895 -2.9953 5.8587
C 0.6295 -1.4964 6.1513
O 0.8549 -0.2080 5.6232
O 1.4272 -2.1211 6.8976
O -1.8618 0.7871 -2.2411
C -2.4588 -0.1918 -2.5041
O -3.1373 -0.8656 -1.6270
B -3.6803 -2.1082 -2.2512
O -3.2081 -2.0377 -3.6230
C -2.4217 -0.9454 -3.8301
O -1.7367 -0.6586 -4.8076
O -3.2363 -3.2408 -1.4619
C -4.2328 -3.6787 -0.6558
O -4.1679 -4.4562 0.3739
C -5.4950 -2.9858 -1.1817
O -5.1817 -2.2491 -2.1652
O -6.6378 -3.1798 -0.7854
O 0.1547 1.1405 -5.4802
C 0.1799 2.4110 -5.4303
O -0.0199 3.2774 -6.3948
B 0.1060 4.6874 -5.8611
O 0.3150 4.4636 -4.4038
C 0.2232 3.1864 -4.0543
O 0.2409 2.6128 -2.9484
O 1.1760 5.4962 -6.4704
C 0.6501 6.5344 -7.1571
O 1.3618 7.3528 -7.7778
C -0.9453 6.4569 -7.0289
O -1.1481 5.4252 -6.1695
O -1.7720 7.3496 -7.3280
O 1.5402 2.2005 -0.2021
C 2.5434 2.3680 0.4086
O 2.8102 1.5881 1.4565
B 4.0818 1.9545 2.0959
O 4.5739 3.1770 1.3758
C 3.6138 3.5028 0.4103
O 3.6339 4.5138 -0.2989
O 5.0693 0.8200 2.0031
C 5.1805 0.3055 3.2339
O 5.7826 -0.6855 3.7413
C 4.4416 1.2146 4.2033
O 3.8938 2.2371 3.5093
O 4.3477 1.0367 5.4165
O 0.8625 0.1750 -1.8589
C 1.7637 -0.5867 -2.1809
O 2.8063 -1.0394 -1.5367
B 3.6315 -1.9983 -2.3271
O 2.8192 -2.1994 -3.5548
C 1.7026 -1.3675 -3.5537
O 0.9216 -1.2452 -4.5074
O 4.9292 -1.3664 -2.6072
C 5.8584 -2.1881 -2.2897
O 7.0967 -2.0354 -2.3231
C 5.2091 -3.5172 -1.7788
O 3.9220 -3.2671 -1.6577
O 5.8054 -4.5696 -1.5184
O -3.9728 -3.4726 3.1895
C -4.5365 -2.4446 2.9223
O -4.6057 -1.7808 1.7593
B -5.0725 -0.4069 1.9874
O -5.6270 -0.4352 3.3598
C -5.4665 -1.6538 3.8586
O -5.7235 -2.0185 4.9827
O -6.0474 0.0451 0.9974
C -5.5068 0.9344 0.1717
O -5.9569 1.3670 -0.8567
C -3.9680 1.1431 0.6837
O -3.9122 0.4734 1.8995
O -3.1234 1.8140 0.1280
O 4.3235 -4.3930 1.3348
C 3.4605 -3.5390 1.5698
O 2.4840 -3.1257 0.7804
B 1.5442 -2.3939 1.6312
O 2.3298 -2.0063 2.7856
C 3.3626 -2.8027 2.8590
O 4.0884 -2.9555 3.8434
O 0.3277 -3.1573 2.0216
C -0.7113 -2.5871 1.4767
O -1.8608 -3.0854 1.5512
C -0.2811 -1.2618 0.7864
O 1.0176 -1.2178 0.9012
O -1.0165 -0.4096 0.3156
*
```

Density functional theory data (ωB97M-V/def2-TZVPD) for a structure of composition C28H10AuClF15GeNO4SSe at a distorted geometry.

Computed properties:
Energy relative to the best compared isomer or geometry (same formula, charge and spin) ... 44.10 kJ/mol
HOMO energy ... -3.11 eV
Gap between HOMO and LUMO ... 6.9440 eV

Structure (ORCA input):
```
! RIJCOSX wB97M-V def2-TZVPD def2/J DEFGRID3
* xyz -2 1
Au 3.7182 0.8049 1.6038
Se 2.8357 -2.3508 5.1163
C 3.2187 -1.2657 3.8052
N 3.5264 -0.5605 2.9310
O 6.7416 0.3237 0.2688
H 6.0818 1.0279 0.1918
H 6.3054 -0.3514 0.7978
F -1.5684 -1.4538 3.4231
C -2.3401 -2.1310 2.5644
C -2.7127 -1.5178 1.3770
C -3.5733 -2.2332 0.5648
F -4.1022 -1.6831 -0.5379
C -3.9954 -3.5133 0.8835
F -4.8441 -4.1782 0.0839
C -3.5541 -4.1110 2.0478
F -3.9402 -5.3543 2.3502
C -2.7340 -3.4091 2.9132
F -2.3526 -3.9737 4.0622
Ge -1.6509 0.1569 0.9481
S 0.4017 -0.1552 0.7822
C -2.5144 1.3721 2.3161
C -3.8815 1.3784 2.5178
F -4.6785 0.6098 1.7542
C -4.4904 2.1760 3.4691
F -5.8202 2.1561 3.6455
C -3.7106 3.0117 4.2466
F -4.2837 3.7964 5.1648
C -2.3402 3.0407 4.0673
F -1.5977 3.8606 4.8185
C -1.7621 2.2212 3.1103
F -0.4412 2.2783 2.9642
C -2.3496 0.8633 -0.8152
C -2.0848 0.1153 -1.9540
F -1.5831 -1.1180 -1.8378
C -2.3007 0.5953 -3.2317
F -2.0646 -0.1643 -4.3088
C -2.7701 1.8859 -3.3998
F -3.0023 2.3617 -4.6264
C -2.9989 2.6797 -2.2931
F -3.4407 3.9350 -2.4553
C -2.7850 2.1585 -1.0281
F -3.0429 2.9667 0.0139
C 1.2349 -0.6290 -2.9194
C 2.6676 -1.0737 -2.8226
C 2.9899 -2.4201 -2.9604
C 4.3063 -2.8422 -2.9205
Cl 4.6719 -4.5355 -3.1398
C 5.3395 -1.9429 -2.7294
C 5.0286 -0.6023 -2.5896
C 3.7107 -0.1595 -2.6376
O 3.5053 1.1857 -2.5792
C 2.6671 1.6798 -1.5182
C 3.5045 2.7176 -0.7391
O 3.5872 3.8470 -1.1956
O 4.1475 2.3149 0.3138
H 0.6610 -1.3291 -3.5270
H 1.1744 0.3601 -3.3753
H 0.7698 -0.5696 -1.9320
H 2.1993 -3.1443 -3.1111
H 6.3646 -2.2820 -2.6758
H 5.8089 0.1283 -2.4280
H 2.3409 0.8690 -0.8720
H 1.8017 2.1758 -1.9565
*
```

Among the records above, which one has the lowest gap between HOMO and LUMO?
C28H10AuClF15GeNO4SSe